# 1
{
  "formula": "C16H18BrN3O4S",
  "method": "ωB97M-V/def2-TZVPD",
  "symbols": ["C", "H", "H", "H", "C", "N", "C", "O", "C", "H", "H", "O", "C", "N", "C", "N", "C", "C", "C", "C", "C", "C", "H", "Br", "H", "H", "H", "C", "C", "H", "H", "S", "O", "O", "C", "C", "H", "H", "H", "H", "H", "H", "H"],
  "coordinates": [[-1.361936, -0.820442, 2.101211], [-1.854215, -1.227167, 2.980003], [-1.469491, -1.523339, 1.279148], [-0.302862, -0.707902, 2.313437], [-1.978427, 0.535355, 1.761850], [-1.468563, 1.075898, 0.500918], [-0.149708, 1.380340, 0.484859], [0.537064, 1.348127, 1.482476], [0.502405, 1.767834, -0.859986], [0.050726, 1.246727, -1.707582], [0.479668, 2.850620, -1.002004], [1.873245, 1.421814, -0.792042], [2.102309, 0.127942, -0.589888], [1.104021, -0.725532, -0.632814], [1.395308, -2.018502, -0.423137], [2.558050, -2.535958, -0.182738], [3.612042, -1.687586, -0.140877], [4.904200, -2.185073, 0.115960], [5.972714, -1.332004, 0.158450], [5.782767, 0.041747, -0.051986], [4.544834, 0.570960, -0.304131], [3.444030, -0.295960, -0.352070], [4.396595, 1.627744, -0.460281], [7.298202, 1.189416, 0.015009], [6.967223, -1.703378, 0.354921], [5.022148, -3.244597, 0.275512], [0.551269, -2.695714, -0.463790], [-2.337819, 1.214368, -0.651961], [-3.707843, 1.778831, -0.305492], [-4.105403, 2.384295, -1.113843], [-3.729309, 2.334615, 0.625070], [-4.828925, 0.331252, -0.175172], [-5.207535, 0.107629, 1.193079], [-5.882867, 0.473291, -1.137835], [-3.635510, -0.934927, -0.727491], [-2.547251, -0.128008, -1.399152], [-1.600217, -0.670387, -1.423135], [-2.848806, 0.096325, -2.423741], [-3.302716, -1.468827, 0.155185], [-4.150954, -1.605815, -1.405711], [-1.848952, 1.914485, -1.333733], [-3.061171, 0.450492, 1.706737], [-1.718331, 1.241027, 2.556785]],
  "forces_ev_per_angstrom": [[0.0, 0.2, 0.0], [-0.1, -0.1, 0.1], [0.0, -0.1, -0.1], [0.0, 0.0, 0.0], [0.3, -0.1, 0.3], [-0.2, 0.1, 0.3], [-0.1, 0.3, -0.4], [0.2, 0.1, 0.2], [-0.2, -0.1, 0.1], [0.0, 0.2, 0.1], [0.0, -0.1, 0.0], [0.3, 0.1, 0.0], [-0.1, -0.8, 0.0], [0.2, 0.9, -0.2], [0.1, -0.4, 0.1], [-0.1, -0.6, 0.1], [0.0, 0.8, -0.1], [0.1, 0.1, 0.0], [-0.1, -0.1, 0.0], [0.0, 0.4, -0.1], [0.3, 0.0, 0.0], [-0.1, -0.4, 0.1], [0.1, 0.1, 0.0], [-0.1, -0.1, 0.0], [0.0, 0.0, 0.0], [0.0, -0.1, 0.0], [-0.1, -0.1, 0.0], [0.5, -0.1, -0.4], [-0.3, -0.6, 0.0], [-0.1, 0.0, -0.1], [-0.1, 0.0, 0.1], [-0.1, 0.0, 0.1], [0.2, -0.1, 0.3], [0.0, 0.0, -0.5], [-0.4, 0.6, 0.2], [0.3, 0.2, -0.2], [0.0, 0.0, -0.1], [0.0, 0.0, -0.1], [0.0, 0.0, 0.1], [-0.1, 0.0, 0.0], [-0.1, -0.1, 0.1], [0.1, 0.1, 0.1], [-0.2, -0.1, 0.0]],
  "energy_ev": -110422.4081
}

# 2
{
  "formula": "C38H80I2N2O10S2Si",
  "method": "ωB97M-V/def2-TZVPD",
  "symbols": ["C", "C", "C", "C", "C", "C", "C", "C", "C", "S", "C", "C", "C", "O", "Si", "C", "C", "C", "O", "S", "O", "O", "C", "C", "I", "C", "C", "I", "C", "C", "O", "C", "C", "C", "C", "C", "O", "H", "H", "H", "H", "H", "H", "H", "H", "H", "H", "H", "H", "H", "H", "H", "H", "H", "H", "H", "H", "H", "H", "H", "H", "H", "H", "H", "H", "H", "H", "H", "H", "H", "H", "H", "H", "H", "H", "H", "H", "H", "H", "H", "H", "H", "H", "H", "H", "H", "H", "C", "O", "C", "C", "N", "C", "C", "O", "C", "H", "H", "H", "H", "H", "H", "H", "H", "H", "H", "H", "H", "H", "H", "H", "C", "O", "C", "C", "N", "C", "C", "O", "C", "H", "H", "H", "H", "H", "H", "H", "H", "H", "H", "H", "H", "H", "H", "H"],
  "coordinates": [[-0.563176, 4.028663, 4.276373], [-0.655484, 2.959866, 3.187496], [-1.111136, 3.511698, 1.829009], [0.031415, 3.966133, 0.889414], [-0.181229, 5.466041, 0.585834], [0.427584, 3.027022, -0.334790], [1.436893, 3.826762, -1.214483], [2.690705, 4.450862, -0.567071], [4.009744, 3.669530, -0.579882], [4.422446, 3.193268, -2.281505], [1.194696, 1.820248, 0.272469], [2.044895, 0.905953, -0.647011], [1.662932, -0.551771, -0.865586], [2.680528, -1.141703, -1.663932], [3.363019, -2.596553, -1.252185], [4.095729, -3.279230, -2.826117], [4.736685, -2.334531, -0.017199], [2.082895, -3.780157, -0.563594], [0.363493, 1.051800, 1.198509], [-1.030913, 0.422778, 0.833972], [-1.954295, 0.771131, 1.859997], [-0.837053, -0.971780, 0.568322], [-1.422984, 1.165431, -0.766321], [-2.895809, 0.904314, -1.042863], [-4.373249, 1.970823, -0.030801], [-3.213044, -0.063763, -1.889971], [-2.245418, -1.027148, -2.532730], [-5.165104, -0.455041, -2.473109], [-0.774498, 2.550691, -1.252506], [-1.809690, 3.675145, -1.369179], [-2.711526, 3.359985, -2.404941], [-3.552970, 4.436073, -2.791260], [-3.737907, 4.409285, -4.296265], [-0.366496, 2.157373, -2.716006], [-0.073115, 3.140109, -3.887127], [1.266993, 2.879020, -4.573848], [-0.199956, 4.523524, -3.539918], [-0.435756, 3.572259, 5.260606], [-1.476317, 4.629277, 4.312433], [0.285198, 4.701301, 4.121503], [-1.352901, 2.182245, 3.498826], [0.326646, 2.489563, 3.090589], [-1.717546, 4.402145, 2.033235], [-1.799499, 2.814229, 1.357276], [0.919936, 3.946229, 1.529691], [-0.166790, 5.988708, 1.546479], [0.584053, 5.927809, -0.032516], [-1.156736, 5.668649, 0.147454], [1.751920, 3.237254, -2.074151], [0.860508, 4.641888, -1.641529], [2.896223, 5.378249, -1.111799], [2.500728, 4.757807, 0.462029], [3.997976, 2.809404, 0.089114], [4.791560, 4.337700, -0.218252], [5.651524, 2.744857, -2.007008], [1.897262, 2.270492, 0.974202], [2.172716, 1.347213, -1.630759], [3.051476, 0.867100, -0.225868], [0.720822, -0.656843, -1.406428], [1.545178, -1.074434, 0.086071], [4.422427, -2.479595, -3.494335], [3.373278, -3.893964, -3.368058], [4.965232, -3.904815, -2.607117], [5.324966, -3.255697, 0.041671], [5.402690, -1.543935, -0.372873], [4.395901, -2.087481, 0.989941], [2.283819, -4.026967, 0.481769], [2.098816, -4.711471, -1.134639], [1.067919, -3.375100, -0.601082], [-0.921976, 0.408385, -1.359893], [-2.737445, -1.951974, -2.832816], [-1.857593, -0.595204, -3.461967], [-1.421320, -1.288954, -1.867633], [-1.283699, 4.598051, -1.606109], [-2.350986, 3.825775, -0.431294], [-3.107296, 5.381398, -2.462454], [-4.519698, 4.324796, -2.285125], [-4.597873, 5.011443, -4.592863], [-2.847629, 4.774774, -4.808342], [-3.920431, 3.379716, -4.613309], [-1.222948, 1.589284, -3.071133], [0.448982, 1.431326, -2.654950], [-0.856343, 2.944870, -4.628249], [1.207708, 3.133238, -5.633694], [2.075833, 3.460300, -4.120542], [1.549981, 1.826737, -4.507847], [0.468646, 5.013856, -4.034454], [0.840765, 0.937571, 10.210566], [0.995503, -0.258629, 9.478616], [-0.223076, -0.935031, 9.192753], [-0.463516, -0.989533, 7.701545], [-0.727740, 0.339343, 7.173984], [-0.816042, 0.413207, 5.719830], [0.443579, 0.109859, 4.920902], [1.480689, 1.060664, 5.105954], [2.370200, 0.799287, 6.171243], [1.839460, 1.321872, 10.410414], [0.272634, 1.692729, 9.655727], [0.334720, 0.760499, 11.165568], [-1.058341, -0.432937, 9.690376], [-0.149496, -1.952645, 9.586642], [-1.331922, -1.625938, 7.505866], [0.410702, -1.473361, 7.241145], [0.001967, 0.964652, 7.493595], [-1.141245, 1.421967, 5.457878], [-1.603446, -0.269004, 5.384088], [0.181531, 0.151176, 3.862358], [0.822972, -0.900096, 5.120554], [2.500827, -0.276022, 6.327654], [2.041144, 1.243573, 7.115885], [3.334692, 1.235010, 5.909124], [-2.236511, -8.439036, -6.204178], [-2.454432, -8.515472, -4.811835], [-1.292771, -8.817540, -4.049486], [-0.955115, -7.671375, -3.123587], [-0.524828, -6.507391, -3.882579], [-0.331537, -5.300286, -3.091029], [-1.555871, -4.685233, -2.426176], [-2.507239, -4.169265, -3.341641], [-3.494029, -5.081725, -3.786029], [-3.204130, -8.261243, -6.669764], [-1.555987, -7.623346, -6.473311], [-1.823852, -9.374243, -6.596891], [-0.448823, -9.026967, -4.713746], [-1.494910, -9.714300, -3.457132], [-0.142563, -7.979610, -2.458548], [-1.839062, -7.478424, -2.498236], [-1.207760, -6.323245, -4.607472], [0.110778, -4.540828, -3.740954], [0.404817, -5.516142, -2.308981], [-1.212090, -3.833661, -1.831187], [-2.047427, -5.377818, -1.732816], [-3.724140, -5.824676, -3.017617], [-3.198893, -5.604153, -4.700599], [-4.394362, -4.506174, -4.001382]],
  "forces_ev_per_angstrom": [[0.0, 0.0, 0.0], [0.1, 0.2, 0.1], [-0.1, 0.3, 0.0], [0.0, 0.1, 0.0], [0.0, -0.1, 0.1], [0.1, -0.1, 0.1], [-0.1, 0.0, 0.2], [0.1, 0.1, 0.0], [-0.2, 0.2, 0.2], [0.0, -0.1, 0.0], [0.1, 0.0, -0.1], [0.1, 0.0, 0.1], [0.0, 0.0, -0.1], [-0.2, 0.1, 0.1], [0.1, -0.1, -0.1], [0.0, 0.0, -0.1], [0.1, 0.0, -0.1], [0.0, 0.0, 0.1], [0.0, 0.0, 0.0], [0.0, 0.0, -0.4], [-0.1, -0.4, 0.2], [-0.1, -0.2, 0.0], [0.1, 0.2, 0.1], [0.3, 0.3, 0.2], [-0.1, 0.1, 0.2], [0.0, -0.7, -0.2], [0.0, 0.0, -0.4], [-0.3, -0.1, -0.1], [-0.2, 0.1, 0.0], [0.0, 0.0, 0.2], [0.2, 0.1, -0.3], [-0.1, 0.0, 0.1], [0.0, -0.1, 0.1], [0.1, -0.2, 0.1], [-0.2, 0.1, -0.1], [0.0, -0.1, 0.0], [0.1, 0.1, -0.3], [0.1, 0.0, 0.0], [0.0, 0.0, 0.0], [-0.1, 0.0, 0.0], [0.1, 0.1, 0.0], [-0.2, -0.1, 0.1], [-0.1, -0.1, 0.0], [0.2, 0.2, 0.0], [0.1, 0.0, -0.1], [0.0, 0.0, 0.0], [0.0, 0.0, -0.1], [0.0, 0.0, 0.0], [0.0, -0.1, 0.1], [0.1, -0.1, 0.0], [-0.1, 0.0, 0.0], [0.0, 0.0, 0.0], [-0.1, -0.1, -0.2], [0.0, 0.0, 0.0], [0.1, 0.0, -0.1], [0.0, 0.0, 0.0], [0.0, 0.1, 0.0], [0.0, 0.0, 0.0], [0.0, 0.0, 0.0], [0.0, 0.0, 0.0], [0.0, 0.0, 0.0], [0.0, 0.0, 0.0], [0.0, 0.0, 0.0], [0.0, 0.0, 0.1], [0.0, 0.0, 0.1], [0.0, 0.0, 0.0], [0.0, 0.0, 0.0], [0.0, 0.0, 0.1], [0.0, 0.0, -0.1], [0.1, 0.2, -0.1], [0.0, 0.1, 0.2], [0.1, 0.0, 0.1], [-0.1, 0.0, 0.0], [0.0, 0.0, -0.1], [0.1, 0.0, 0.0], [0.0, 0.0, -0.1], [0.0, 0.0, 0.0], [0.0, 0.0, 0.0], [0.0, 0.0, 0.0], [0.0, 0.0, 0.0], [-0.1, -0.1, 0.0], [0.0, 0.1, 0.0], [0.0, 0.0, 0.1], [0.0, 0.1, 0.0], [-0.1, -0.1, 0.0], [0.0, 0.0, 0.0], [-0.2, -0.1, 0.1], [0.0, 0.0, 0.1], [0.0, 0.1, -0.1], [-0.1, 0.0, 0.1], [0.0, 0.1, 0.0], [0.1, 0.0, 0.0], [-0.1, 0.1, 0.1], [0.0, -0.1, -0.1], [0.0, 0.0, 0.0], [0.0, 0.0, 0.0], [0.0, 0.0, 0.0], [0.0, 0.0, 0.0], [0.0, 0.0, 0.0], [0.0, 0.0, 0.0], [0.0, 0.0, 0.0], [0.0, 0.0, 0.0], [0.0, 0.0, 0.0], [0.0, 0.0, 0.0], [0.0, -0.1, 0.0], [0.0, 0.0, 0.0], [0.0, 0.0, 0.0], [0.0, 0.0, 0.1], [0.0, 0.0, 0.0], [0.0, 0.0, 0.0], [0.0, 0.0, 0.0], [0.0, -0.1, 0.0], [0.0, 0.1, 0.0], [0.0, -0.1, 0.0], [0.0, 0.1, 0.0], [-0.1, 0.0, 0.0], [0.1, 0.0, 0.0], [0.0, 0.1, 0.1], [0.0, -0.1, -0.1], [-0.1, 0.1, 0.0], [0.0, 0.0, 0.0], [0.0, 0.0, 0.0], [0.0, 0.0, 0.0], [0.0, 0.0, 0.0], [0.0, 0.0, 0.0], [0.0, 0.0, 0.0], [0.0, 0.0, 0.0], [0.0, 0.0, 0.0], [0.0, 0.0, 0.0], [-0.1, 0.0, 0.0], [0.0, 0.0, 0.0], [0.0, -0.1, 0.0], [0.0, 0.0, 0.0], [0.0, 0.0, 0.0], [0.0, 0.0, 0.0]],
  "energy_ev": -109905.0488
}